[1]
The following is a DFT calculation (ωB97M-V/def2-TZVPD) of 7 unconnected molecules or ions with the total composition C26H32F6N3O18 at a distorted geometry.

As for the molar mass: 788.5 g/mol. Its multiplicity is 1. The maximum force is 0.124 hartree/bohr. Its energy above the lowest of the compared OMol25 structures with the same formula, charge and spin is 9.524 eV. The value obtained for the HOMO-LUMO gap is 6.823 eV. The net charge is +1.

Positions of all 85 atoms, in Å:
C1 2.640 1.393 -2.366
C2 4.257 1.431 -2.093
C3 4.603 1.459 -0.465
C4 6.129 0.884 -0.264
N1 6.245 0.353 1.151
C5 5.510 -0.960 1.342
C6 4.378 -1.197 2.558
C7 3.798 -2.722 2.468
N2 4.109 -3.857 1.579
N3 5.019 -3.651 0.595
C8 5.667 -2.317 0.449
H1 2.440 2.054 -3.338
H2 1.983 1.845 -1.508
H3 2.301 0.281 -2.542
H4 4.804 2.327 -2.650
H5 4.718 0.437 -2.551
H6 3.766 0.824 0.052
H7 4.495 2.563 -0.089
H8 6.308 0.021 -1.036
H9 6.894 1.751 -0.458
H10 7.255 0.149 1.362
H11 4.077 -0.368 3.328
H12 2.983 -2.973 3.307
H13 5.252 -4.451 -0.065
H14 6.426 -2.225 -0.469
C9 -2.048 0.384 -4.811
C10 -0.676 -0.188 -4.694
O1 -0.016 0.712 -3.833
C11 -0.995 1.223 -3.036
O2 -0.786 1.823 -1.994
O3 -2.242 0.976 -3.542
F1 -0.045 -0.175 -5.889
H15 -2.120 1.155 -5.586
H16 -2.803 -0.382 -5.006
H17 -0.645 -1.196 -4.266
C12 -0.191 3.128 1.022
C13 -1.328 4.088 1.101
O4 -0.994 4.906 2.199
C14 0.368 4.910 2.237
O5 1.033 5.714 2.868
O6 0.899 3.907 1.473
F2 -2.483 3.446 1.384
H18 -0.319 2.265 1.684
H19 -0.020 2.767 0.005
H20 -1.455 4.707 0.206
C15 -4.892 2.342 3.478
C16 -6.109 2.150 4.318
O7 -6.359 0.766 4.224
C17 -5.136 0.198 4.029
O8 -4.903 -0.991 4.172
O9 -4.199 1.124 3.660
F3 -7.166 2.810 3.794
H21 -5.126 2.472 2.417
H22 -4.287 3.190 3.810
H23 -5.978 2.431 5.369
C18 -4.446 6.386 -2.152
C19 -3.679 7.532 -2.717
O10 -2.521 7.580 -1.915
C20 -2.315 6.295 -1.511
O11 -1.269 5.887 -1.034
O12 -3.422 5.517 -1.713
F4 -4.356 8.691 -2.558
H24 -5.069 6.673 -1.298
H25 -5.079 5.900 -2.900
H26 -3.394 7.407 -3.767
C21 -4.007 -4.225 3.277
C22 -5.240 -5.018 3.005
O13 -5.293 -5.073 1.597
C23 -3.994 -5.007 1.191
O14 -3.612 -5.299 0.070
O15 -3.169 -4.581 2.196
F5 -6.339 -4.368 3.447
H27 -4.186 -3.145 3.257
H28 -3.547 -4.487 4.233
H29 -5.218 -6.035 3.412
C24 2.870 -6.698 -1.363
C25 3.163 -7.958 -0.622
O16 4.091 -8.620 -1.452
C26 4.754 -7.626 -2.106
O17 5.808 -7.782 -2.700
O18 4.099 -6.429 -2.008
F6 2.056 -8.727 -0.522
H30 2.085 -6.822 -2.115
H31 2.590 -5.879 -0.695
H32 3.601 -7.804 0.370



[2]
The following is a DFT calculation (ωB97M-V/def2-TZVPD) of a molecular structure, C26H32MnN4O5S at a distorted geometry.

As for the molar mass: 567.6 g/mol. Its multiplicity is 2. The maximum force is 0.023 hartree/bohr. Its energy above the lowest of the compared OMol25 structures with the same formula, charge and spin is 0.000 eV. The value obtained for the HOMO-LUMO gap (spin up / spin down) is 9.401 / 9.064 eV. The net charge is +2.

Positions of all 69 atoms, in Å:
Mn1 0.858 -0.481 0.233
C1 1.938 3.964 -2.471
N1 1.996 2.503 -2.419
C2 2.532 1.824 -3.598
C3 1.517 1.820 -1.399
O1 1.489 0.569 -1.367
C4 0.963 2.588 -0.203
O2 0.487 1.634 0.738
C5 0.654 1.919 2.126
C6 1.518 0.808 2.721
O3 1.740 -0.185 1.997
N2 1.975 0.914 3.951
C7 1.728 2.088 4.786
C8 2.830 -0.123 4.530
H1 2.651 4.302 -3.217
H2 2.219 4.407 -1.518
H3 0.942 4.305 -2.757
H4 3.511 2.239 -3.826
H5 1.867 1.984 -4.447
H6 2.621 0.764 -3.396
H7 0.149 3.249 -0.517
H8 1.759 3.200 0.234
H9 -0.328 1.914 2.610
H10 1.097 2.904 2.278
H11 0.770 2.545 4.554
H12 2.528 2.822 4.676
H13 1.695 1.762 5.824
H14 3.153 -0.806 3.752
H15 2.278 -0.665 5.297
H16 3.696 0.357 4.982
N3 2.802 -3.426 -4.110
C9 3.090 -4.231 -3.057
O4 3.807 -5.201 -3.129
C10 2.483 -3.855 -1.727
C11 2.305 -4.867 -0.788
C12 1.796 -4.552 0.459
C13 1.495 -3.232 0.737
N4 1.682 -2.245 -0.153
C14 2.160 -2.560 -1.369
H17 3.161 -3.707 -5.009
H18 2.033 -2.782 -4.089
H19 2.581 -5.878 -1.056
H20 1.643 -5.310 1.213
H21 1.109 -2.931 1.703
H22 2.330 -1.723 -2.035
O5 -1.029 -0.939 0.698
S1 -2.192 -0.044 1.141
C15 -3.627 -1.063 1.059
C16 -4.508 -0.981 2.128
C17 -5.666 -1.749 2.099
C18 -5.910 -2.585 1.023
C19 -5.008 -2.665 -0.037
C20 -3.859 -1.899 -0.029
C21 -2.457 1.099 -0.203
C22 -1.983 0.826 -1.477
C23 -2.195 1.757 -2.484
C24 -2.869 2.940 -2.209
C25 -3.334 3.202 -0.927
C26 -3.124 2.279 0.089
H23 -4.297 -0.334 2.969
H24 -6.367 -1.700 2.920
H25 -6.808 -3.188 1.006
H26 -5.211 -3.325 -0.868
H27 -3.151 -1.954 -0.844
H28 -1.464 -0.103 -1.684
H29 -1.855 1.548 -3.489
H30 -3.043 3.658 -2.999
H31 -3.865 4.120 -0.719
H32 -3.487 2.478 1.090



[3]
The following is a DFT calculation (ωB97M-V/def2-TZVPD) of a molecular structure, C26H32MnN4O5S at a distorted geometry.

As for the molar mass: 567.6 g/mol. Its multiplicity is 2. The maximum force is 0.031 hartree/bohr. Its energy above the lowest of the compared OMol25 structures with the same formula, charge and spin is 1.349 eV. The value obtained for the HOMO-LUMO gap (spin up / spin down) is 8.592 / 9.071 eV. The net charge is +2.

Positions of all 69 atoms, in Å:
Mn1 0.412 -0.226 0.230
C1 -4.916 -0.175 -1.156
N1 -3.555 0.255 -1.403
C2 -3.364 1.116 -2.555
C3 -2.540 -0.019 -0.600
O1 -1.377 0.379 -0.824
C4 -2.829 -0.837 0.662
O2 -1.603 -1.305 1.198
C5 -1.569 -1.522 2.603
C6 -0.460 -0.645 3.203
O3 0.305 -0.047 2.424
N2 -0.378 -0.552 4.520
C7 0.581 0.349 5.131
C8 -1.235 -1.284 5.431
H1 -5.300 0.247 -0.227
H2 -4.990 -1.262 -1.115
H3 -5.544 0.183 -1.968
H4 -3.905 2.050 -2.402
H5 -3.737 0.631 -3.456
H6 -2.305 1.331 -2.676
H7 -3.471 -1.697 0.442
H8 -3.345 -0.179 1.374
H9 -1.346 -2.582 2.773
H10 -2.534 -1.288 3.059
H11 1.199 0.798 4.358
H12 1.208 -0.201 5.832
H13 0.049 1.136 5.670
H14 -1.194 -2.357 5.244
H15 -2.273 -0.954 5.368
H16 -0.887 -1.099 6.443
N3 4.626 -4.274 1.341
C9 3.357 -4.692 1.174
O4 2.805 -5.513 1.860
C10 2.597 -3.985 0.069
C11 2.550 -4.453 -1.242
C12 1.686 -3.836 -2.135
C13 0.913 -2.774 -1.696
N4 0.963 -2.309 -0.444
C14 1.786 -2.914 0.420
H17 5.183 -4.719 2.056
H18 5.073 -3.611 0.731
H19 3.158 -5.291 -1.548
H20 1.602 -4.175 -3.155
H21 0.203 -2.292 -2.358
H22 1.772 -2.546 1.443
O5 2.428 0.348 0.336
S1 3.868 -0.005 0.023
C15 4.888 1.437 0.449
C16 5.382 1.427 1.747
C17 6.226 2.441 2.163
C18 6.573 3.457 1.285
C19 6.054 3.472 0.000
C20 5.205 2.463 -0.426
C21 3.923 0.080 -1.784
C22 2.745 0.242 -2.492
C23 2.799 0.324 -3.874
C24 4.015 0.215 -4.529
C25 5.184 0.006 -3.813
C26 5.142 -0.056 -2.430
H23 5.101 0.629 2.420
H24 6.618 2.422 3.167
H25 7.255 4.231 1.604
H26 6.321 4.266 -0.681
H27 4.808 2.474 -1.430
H28 1.786 0.315 -1.965
H29 1.896 0.498 -4.436
H30 4.057 0.292 -5.604
H31 6.126 -0.091 -4.328
H32 6.049 -0.198 -1.861



[4]
The following is a DFT calculation (ωB97M-V/def2-TZVPD) of C26H32N2O6 in the gas phase.

As for the molar mass: 468.5 g/mol. The SMILES is CCCCOc1ccc(/C(O)=C2/C(=O)C(=O)N(CCN(C)C)[C@H]2c2ccc(O)c(OC)c2)cc1. Its multiplicity is 1. The maximum force is 0.017 hartree/bohr. Its energy above the lowest of the compared OMol25 structures with the same formula, charge and spin is 2.518 eV. The value obtained for the HOMO-LUMO gap is 7.941 eV.

Positions of all 66 atoms, in Å:
C1 6.978 0.547 1.839
C2 7.472 -0.161 0.583
C3 6.371 -0.364 -0.458
C4 5.290 -1.356 -0.017
O1 4.401 -0.840 0.956
C5 3.428 0.024 0.596
C6 3.153 0.452 -0.701
C7 2.098 1.311 -0.937
C8 1.276 1.739 0.100
C9 0.087 2.542 -0.210
O2 0.264 3.585 -1.008
C10 -1.165 2.186 0.211
C11 -2.335 2.845 -0.302
O3 -2.346 3.853 -1.004
C12 -3.526 2.007 0.125
O4 -4.701 2.199 -0.100
N1 -3.018 0.964 0.825
C13 -3.845 -0.071 1.385
C14 -4.186 -1.155 0.333
N2 -4.939 -2.288 0.813
C15 -4.217 -3.130 1.740
C16 -6.265 -1.963 1.291
C17 -1.573 0.948 0.964
C18 -0.937 -0.292 0.377
C19 -0.265 -1.203 1.170
C20 0.372 -2.294 0.600
C21 0.335 -2.485 -0.768
O5 0.979 -3.540 -1.328
C22 -0.373 -1.577 -1.578
O6 -0.356 -1.870 -2.920
C23 -1.073 -1.027 -3.790
C24 -1.000 -0.492 -1.001
C25 1.571 1.335 1.401
C26 2.638 0.506 1.646
H1 6.212 -0.041 2.336
H2 7.801 0.702 2.533
H3 6.554 1.518 1.587
H4 8.270 0.432 0.129
H5 7.894 -1.131 0.853
H6 5.909 0.600 -0.681
H7 6.818 -0.747 -1.378
H8 5.756 -2.216 0.472
H9 4.725 -1.720 -0.884
H10 3.748 0.118 -1.537
H11 1.890 1.638 -1.944
H12 -0.627 3.987 -1.203
H13 -4.771 0.397 1.731
H14 -3.316 -0.516 2.230
H15 -4.763 -0.679 -0.464
H16 -3.253 -1.535 -0.093
H17 -3.223 -3.335 1.344
H18 -4.113 -2.690 2.744
H19 -4.753 -4.074 1.841
H20 -6.755 -1.309 0.573
H21 -6.264 -1.471 2.275
H22 -6.840 -2.885 1.373
H23 -1.320 1.007 2.032
H24 -0.221 -1.063 2.239
H25 0.911 -3.003 1.206
H26 0.813 -3.518 -2.281
H27 -2.137 -1.008 -3.540
H28 -0.675 -0.008 -3.775
H29 -0.942 -1.452 -4.784
H30 -1.543 0.218 -1.605
H31 0.974 1.702 2.222
H32 2.882 0.193 2.649



[5]
The following is a DFT calculation (ωB97M-V/def2-TZVPD) of a molecular structure, C26H32N3O5P2S2Ta.

As for the molar mass: 773.6 g/mol. Its multiplicity is 1. The maximum force is 0.005 hartree/bohr. Its energy above the lowest of the compared OMol25 structures with the same formula, charge and spin is 0.502 eV. The value obtained for the HOMO-LUMO gap is 6.685 eV. The net charge is +2.

Positions of all 71 atoms, in Å:
Ta1 0.076 -0.311 0.318
O1 4.199 0.251 0.341
C1 3.184 -0.211 0.756
O2 1.991 0.035 0.138
C2 3.041 -0.980 2.059
C3 2.035 -0.273 2.973
C4 2.066 -0.826 4.388
C5 1.373 -2.196 4.221
C6 1.086 -2.229 2.734
O3 0.753 -0.801 2.444
C7 2.363 -2.385 1.904
C8 2.038 -2.658 0.452
O4 2.795 -3.187 -0.309
O5 0.816 -2.238 0.099
H1 4.032 -1.038 2.503
H2 2.034 0.808 2.920
H3 3.089 -0.899 4.753
H4 1.512 -0.178 5.063
H5 2.004 -3.036 4.510
H6 0.451 -2.252 4.795
H7 0.255 -2.851 2.426
H8 3.011 -3.179 2.268
C9 -4.333 -3.632 0.396
S1 -4.702 -1.867 0.310
C10 -3.172 -1.117 0.569
S2 -1.682 -2.033 0.721
N1 -3.184 0.174 0.643
N2 -1.921 0.674 0.904
C11 -1.923 1.688 1.688
C12 -0.669 2.357 1.964
C13 -0.611 3.522 2.707
C14 0.595 4.203 2.780
C15 1.684 3.696 2.090
C16 1.553 2.504 1.394
N3 0.403 1.820 1.347
H9 -5.296 -4.118 0.252
H10 -3.942 -3.901 1.374
H11 -3.654 -3.940 -0.394
H12 -2.864 2.051 2.090
H13 -1.502 3.895 3.195
H14 0.677 5.120 3.348
H15 2.637 4.206 2.091
H16 2.389 2.083 0.857
C17 1.487 -1.423 -2.866
P1 -0.164 -1.267 -2.139
C18 -0.877 -2.915 -2.297
C19 -1.090 -0.200 -3.257
C20 -1.739 -0.678 -4.391
C21 -2.365 0.208 -5.254
C22 -2.338 1.571 -4.992
C23 -1.693 2.054 -3.863
C24 -1.073 1.168 -2.985
P2 -0.196 1.719 -1.501
C25 -1.042 3.259 -1.045
C26 1.442 2.307 -2.030
H17 1.379 -1.831 -3.872
H18 2.089 -2.099 -2.257
H19 1.978 -0.455 -2.931
H20 -0.660 -3.290 -3.298
H21 -1.953 -2.874 -2.139
H22 -0.417 -3.571 -1.563
H23 -1.762 -1.738 -4.610
H24 -2.874 -0.165 -6.133
H25 -2.824 2.263 -5.667
H26 -1.692 3.120 -3.682
H27 -2.091 3.072 -0.817
H28 -0.982 3.945 -1.889
H29 -0.550 3.741 -0.203
H30 1.344 2.796 -3.000
H31 2.163 1.496 -2.092
H32 1.811 3.036 -1.308



[6]
The following is a DFT calculation (ωB97M-V/def2-TZVPD) of C26H32N4O2 in the gas phase.

As for the molar mass: 432.6 g/mol. The SMILES is C/C=C(\C)C(=O)NCCN1C2=NC[C@H](Cc3ccccc3)N2C[C@H]1Cc1ccc(O)cc1. Its multiplicity is 1. The maximum force is 0.012 hartree/bohr. Its energy above the lowest of the compared OMol25 structures with the same formula, charge and spin is 1.079 eV. The value obtained for the HOMO-LUMO gap is 8.932 eV.

Positions of all 64 atoms, in Å:
C1 -4.767 -0.701 1.403
C2 -3.511 -1.493 1.220
C3 -3.464 -2.639 0.538
C4 -4.690 -3.230 -0.095
C5 -2.216 -3.439 0.340
O1 -2.240 -4.550 -0.172
N1 -1.069 -2.876 0.784
C6 0.209 -3.456 0.471
C7 0.726 -3.025 -0.907
N2 1.132 -1.641 -0.993
C8 0.657 -0.560 -0.340
N3 -0.087 -0.395 0.692
C9 -0.247 1.042 0.844
C10 0.267 1.677 -0.477
C11 -0.883 2.005 -1.453
C12 -1.847 2.984 -0.854
C13 -3.079 2.561 -0.370
C14 -3.954 3.461 0.213
C15 -3.608 4.796 0.322
C16 -2.383 5.227 -0.160
C17 -1.510 4.328 -0.742
N4 1.103 0.596 -0.950
C18 1.575 0.286 -2.273
C19 1.966 -1.196 -2.102
C20 3.463 -1.361 -1.753
C21 3.815 -0.548 -0.541
C22 3.502 -1.014 0.729
C23 3.722 -0.233 1.847
C24 4.272 1.036 1.713
O2 4.494 1.847 2.783
C25 4.622 1.498 0.449
C26 4.392 0.710 -0.660
H1 -5.466 -1.241 2.044
H2 -5.267 -0.540 0.448
H3 -4.557 0.263 1.859
H4 -2.629 -1.089 1.693
H5 -4.437 -4.197 -0.523
H6 -5.480 -3.362 0.643
H7 -5.070 -2.582 -0.884
H8 -1.002 -1.872 0.970
H9 0.095 -4.543 0.460
H10 0.918 -3.162 1.248
H11 1.597 -3.638 -1.162
H12 -0.063 -3.232 -1.644
H13 -1.293 1.283 1.042
H14 0.351 1.383 1.697
H15 0.865 2.574 -0.290
H16 -1.402 1.073 -1.694
H17 -0.456 2.417 -2.371
H18 -3.358 1.520 -0.457
H19 -4.910 3.118 0.583
H20 -4.290 5.499 0.777
H21 -2.108 6.269 -0.081
H22 -0.556 4.670 -1.120
H23 2.427 0.911 -2.545
H24 0.791 0.402 -3.036
H25 1.740 -1.782 -3.000
H26 3.658 -2.420 -1.567
H27 4.057 -1.049 -2.613
H28 3.079 -2.000 0.850
H29 3.461 -0.606 2.829
H30 4.208 1.405 3.592
H31 5.066 2.477 0.359
H32 4.675 1.082 -1.635



Look up the maximum force of the second one.
0.023 hartree/bohr



Among the records above, which one has the highest energy above the lowest of the compared OMol25 structures with the same formula, charge and spin?
C26H32F6N3O18



Please write out number 1 again, unchanged.
The following is a DFT calculation (ωB97M-V/def2-TZVPD) of 7 unconnected molecules or ions with the total composition C26H32F6N3O18 at a distorted geometry.

As for the molar mass: 788.5 g/mol. Its multiplicity is 1. The maximum force is 0.124 hartree/bohr. Its energy above the lowest of the compared OMol25 structures with the same formula, charge and spin is 9.524 eV. The value obtained for the HOMO-LUMO gap is 6.823 eV. The net charge is +1.

Positions of all 85 atoms, in Å:
C1 2.640 1.393 -2.366
C2 4.257 1.431 -2.093
C3 4.603 1.459 -0.465
C4 6.129 0.884 -0.264
N1 6.245 0.353 1.151
C5 5.510 -0.960 1.342
C6 4.378 -1.197 2.558
C7 3.798 -2.722 2.468
N2 4.109 -3.857 1.579
N3 5.019 -3.651 0.595
C8 5.667 -2.317 0.449
H1 2.440 2.054 -3.338
H2 1.983 1.845 -1.508
H3 2.301 0.281 -2.542
H4 4.804 2.327 -2.650
H5 4.718 0.437 -2.551
H6 3.766 0.824 0.052
H7 4.495 2.563 -0.089
H8 6.308 0.021 -1.036
H9 6.894 1.751 -0.458
H10 7.255 0.149 1.362
H11 4.077 -0.368 3.328
H12 2.983 -2.973 3.307
H13 5.252 -4.451 -0.065
H14 6.426 -2.225 -0.469
C9 -2.048 0.384 -4.811
C10 -0.676 -0.188 -4.694
O1 -0.016 0.712 -3.833
C11 -0.995 1.223 -3.036
O2 -0.786 1.823 -1.994
O3 -2.242 0.976 -3.542
F1 -0.045 -0.175 -5.889
H15 -2.120 1.155 -5.586
H16 -2.803 -0.382 -5.006
H17 -0.645 -1.196 -4.266
C12 -0.191 3.128 1.022
C13 -1.328 4.088 1.101
O4 -0.994 4.906 2.199
C14 0.368 4.910 2.237
O5 1.033 5.714 2.868
O6 0.899 3.907 1.473
F2 -2.483 3.446 1.384
H18 -0.319 2.265 1.684
H19 -0.020 2.767 0.005
H20 -1.455 4.707 0.206
C15 -4.892 2.342 3.478
C16 -6.109 2.150 4.318
O7 -6.359 0.766 4.224
C17 -5.136 0.198 4.029
O8 -4.903 -0.991 4.172
O9 -4.199 1.124 3.660
F3 -7.166 2.810 3.794
H21 -5.126 2.472 2.417
H22 -4.287 3.190 3.810
H23 -5.978 2.431 5.369
C18 -4.446 6.386 -2.152
C19 -3.679 7.532 -2.717
O10 -2.521 7.580 -1.915
C20 -2.315 6.295 -1.511
O11 -1.269 5.887 -1.034
O12 -3.422 5.517 -1.713
F4 -4.356 8.691 -2.558
H24 -5.069 6.673 -1.298
H25 -5.079 5.900 -2.900
H26 -3.394 7.407 -3.767
C21 -4.007 -4.225 3.277
C22 -5.240 -5.018 3.005
O13 -5.293 -5.073 1.597
C23 -3.994 -5.007 1.191
O14 -3.612 -5.299 0.070
O15 -3.169 -4.581 2.196
F5 -6.339 -4.368 3.447
H27 -4.186 -3.145 3.257
H28 -3.547 -4.487 4.233
H29 -5.218 -6.035 3.412
C24 2.870 -6.698 -1.363
C25 3.163 -7.958 -0.622
O16 4.091 -8.620 -1.452
C26 4.754 -7.626 -2.106
O17 5.808 -7.782 -2.700
O18 4.099 -6.429 -2.008
F6 2.056 -8.727 -0.522
H30 2.085 -6.822 -2.115
H31 2.590 -5.879 -0.695
H32 3.601 -7.804 0.370